This record from OMol25 describes 3 unconnected molecules or ions with the total composition C39H38I2O5Si. The level of theory is ωB97M-V with the def2-TZVPD basis set.

Last column: Mulliken charge in e.
Cartesian coordinates (Å):
C1 -8.21523 -2.20927 -6.82629  -0.68
O1 -7.48943 -3.40135 -6.63667  -0.40
C2 -6.43051 -3.30700 -5.70410  -0.59
C3 -5.12125 -2.79904 -6.33280  -0.65
C4 -4.43000 -1.66267 -5.56722  -0.76
C5 -3.36026 -2.11075 -4.55929  -0.57
C6 -2.17253 -1.15768 -4.49024  -0.27
C7 -1.15370 -1.53081 -3.41519  -0.89
C8 -0.17941 -0.38373 -3.05264  -0.34
Si1 -0.25646 0.16961 -1.26832  0.23
C9 -1.50387 1.53905 -0.89912  0.04
I1 -2.60613 2.33059 -2.50458  -0.01
C10 -1.74595 2.06930 0.29701  0.25
C11 -2.72279 3.15685 0.64982  -1.37
I2 -0.66207 1.34172 1.95040  0.05
H1 -8.30904 -1.64865 -5.88884  0.31
H2 -9.21225 -2.48018 -7.17208  0.24
H3 -7.74918 -1.55777 -7.57545  0.25
H4 -6.72852 -2.64520 -4.87873  0.39
H5 -6.31096 -4.30973 -5.29092  0.31
H6 -4.42575 -3.63637 -6.43371  0.38
H7 -5.36225 -2.47417 -7.34749  0.33
H8 -5.19263 -1.08339 -5.03598  0.37
H9 -3.97658 -0.96747 -6.27987  0.45
H10 -3.79478 -2.18571 -3.55652  0.31
H11 -3.00989 -3.11607 -4.81845  0.28
H12 -2.53794 -0.14041 -4.31661  0.08
H13 -1.67066 -1.13670 -5.46459  0.27
H14 -1.68713 -1.89213 -2.52884  0.45
H15 -0.57114 -2.38498 -3.77110  0.32
H16 0.85698 -0.71061 -3.18850  0.09
H17 -0.31584 0.46017 -3.73462  0.47
H18 1.06347 0.64677 -0.79610  -0.19
H19 -0.65791 -0.99093 -0.43814  -0.11
H20 -2.74567 3.36181 1.71640  0.37
H21 -3.72567 2.86701 0.32860  0.37
H22 -2.45469 4.07684 0.12471  0.34
O2 3.62972 -0.91837 -3.09697  -0.66
C12 4.77401 -1.22842 -2.84181  0.54
C13 5.53308 -2.17528 -3.70733  0.17
C14 4.91666 -2.69185 -4.84094  -0.53
C15 5.60722 -3.56218 -5.66674  -0.52
C16 6.91665 -3.92039 -5.36473  -0.47
C17 7.53411 -3.41210 -4.23467  -0.61
C18 6.84537 -2.53878 -3.40138  0.27
C19 7.53056 -2.01294 -2.18444  0.55
O3 8.65741 -2.35704 -1.90062  -0.67
C20 6.77724 -1.04895 -1.33130  0.43
C21 7.39713 -0.52099 -0.20496  -0.66
C22 6.71903 0.38036 0.59789  -0.44
C23 5.41871 0.75876 0.28093  -0.57
C24 4.79511 0.23401 -0.83807  -0.63
C25 5.47166 -0.67105 -1.64797  0.16
H23 3.89879 -2.39933 -5.05978  0.50
H24 5.12650 -3.96335 -6.54934  0.40
H25 7.45524 -4.59824 -6.01391  0.40
H26 8.55007 -3.68181 -3.98077  0.48
H27 8.40827 -0.82765 0.02518  0.48
H28 7.20302 0.79070 1.47449  0.40
H29 4.89148 1.46433 0.90968  0.43
H30 3.78275 0.51283 -1.09782  0.53
O4 0.64830 1.88942 10.12496  -0.66
C26 -0.04361 2.32153 9.22855  0.61
C27 -0.17790 1.59210 7.93442  0.30
C28 0.48809 0.38275 7.77181  -0.62
C29 0.36730 -0.31774 6.58393  -0.62
C30 -0.41736 0.18575 5.55128  -0.48
C31 -1.07800 1.39189 5.70604  -0.52
C32 -0.96167 2.09864 6.89706  0.10
C33 -1.67707 3.40045 7.03158  0.55
O5 -2.32745 3.85830 6.11666  -0.68
C34 -1.56353 4.11725 8.33479  0.18
C35 -2.24374 5.31771 8.50220  -0.56
C36 -2.16154 5.99645 9.70590  -0.48
C37 -1.39931 5.48024 10.74833  -0.47
C38 -0.71641 4.28708 10.58593  -0.58
C39 -0.79516 3.60137 9.37952  0.19
H31 1.09231 0.00690 8.58611  0.48
H32 0.88331 -1.26092 6.46007  0.40
H33 -0.51765 -0.37394 4.62959  0.42
H34 -1.69249 1.79989 4.91551  0.62
H35 -2.83157 5.70214 7.67996  0.47
H36 -2.69232 6.93062 9.83496  0.40
H37 -1.33888 6.01178 11.68901  0.40
H38 -0.11586 3.87110 11.38325  0.48

Output
- HOMO-LUMO gap: 7.81 eV
- LUMO: -1.04 eV
- Relative energy (zero: lowest compared OMol25 entry of this formula, charge and spin): 0.000 eV
- HOMO: -8.8533 eV
- E_tot: -75375.9786 eV


This record from OMol25 describes a molecular structure, C39H38LaN5O8S. The level of theory is ωB97M-V with the def2-TZVPD basis set.

Last column: Mulliken charge in e.
Cartesian coordinates (Å):
La1 -0.23718 -1.41638 -1.24108  1.75
C1 2.84587 2.36585 6.54306  -1.03
O1 1.64793 1.75054 5.95367  -0.32
C2 1.98503 0.74255 5.06970  0.61
C3 3.08595 -0.11568 5.25540  -0.46
C4 3.16583 -1.34458 4.62202  -0.61
C5 2.24901 -1.67755 3.64961  -0.24
C6 1.32784 -0.72565 3.21009  0.40
C7 0.44805 -0.95676 2.11313  -1.24
N1 0.90516 -1.48153 0.95828  0.36
N2 2.19768 -1.86916 0.97485  -0.23
C8 2.75918 -1.88917 -0.26020  0.18
O2 2.14822 -1.94929 -1.38093  -1.01
C9 4.23032 -1.96694 -0.27787  0.35
C10 5.03023 -1.86722 0.82778  -0.29
C11 6.44906 -1.98586 0.64587  -0.64
C12 7.07470 -1.95795 -0.56947  -0.56
C13 6.26008 -1.80840 -1.67330  -0.49
C14 4.87246 -1.95653 -1.52056  -0.35
C15 1.05807 0.43422 4.03587  -0.36
O3 -0.23427 0.87686 3.88646  0.02
H1 3.02432 1.85762 7.50851  0.32
H2 2.58353 3.40709 6.77363  0.25
H3 3.70866 2.40963 5.88745  0.44
H4 3.83368 0.07491 6.03591  0.25
H5 4.09220 -1.91561 4.74204  0.26
H6 2.19742 -2.70955 3.26898  0.37
H7 -0.51529 -0.53018 2.11135  0.63
H8 4.64227 -1.91392 1.82794  0.34
H9 7.00633 -1.98659 1.50080  0.48
H10 8.10004 -1.99239 -0.60379  0.47
H11 6.65143 -1.65557 -2.70337  0.30
H12 4.23005 -2.05640 -2.41738  0.26
O4 -2.15212 -4.93326 -0.10673  -0.75
C16 -2.12698 -4.04670 -0.96105  -0.21
O5 -1.00930 -3.60875 -1.48812  -0.60
C17 -3.45649 -3.37952 -1.35841  0.14
C18 -3.44000 -2.72621 -2.77964  0.18
C19 -4.90910 -2.63551 -3.22233  -0.85
C20 -5.46431 -1.44176 -2.39519  -1.14
C21 -4.24862 -1.06824 -1.56342  -0.38
O6 -3.15333 -1.26718 -2.57763  -0.60
C22 -4.05048 -2.13981 -0.53005  0.25
C23 -3.16406 -1.56788 0.62767  -0.31
O7 -3.69886 -1.47441 1.72913  -0.73
O8 -1.96653 -1.17494 0.28922  0.06
H13 -4.20674 -4.14165 -1.44979  0.42
H14 -2.76992 -3.21669 -3.48630  0.44
H15 -4.87341 -2.23414 -4.24452  0.35
H16 -5.38017 -3.64934 -3.26456  0.43
H17 -5.75233 -0.64967 -3.08895  0.37
H18 -6.38196 -1.64969 -1.85639  0.36
H19 -4.25914 -0.10650 -1.14591  0.85
H20 -5.02254 -2.44808 -0.08743  0.40
N3 0.72577 2.36974 -3.87140  -0.04
C24 0.39779 3.54883 -3.22368  0.08
C25 0.47264 4.75139 -3.87907  -0.53
C26 0.11196 5.94810 -3.23867  -0.50
C27 -0.41753 5.88917 -1.93531  -0.79
C28 -0.51137 4.63953 -1.30471  -0.63
C29 0.02815 3.51969 -1.88962  0.46
S1 -0.05545 2.04779 -0.89402  0.01
N4 -0.04175 0.93206 -2.11534  -0.31
C30 0.42498 1.14221 -3.37104  0.09
C31 0.49123 0.00459 -4.30352  0.50
C32 0.62920 0.02414 -5.74558  -1.13
C33 0.17426 -1.01706 -6.49409  -0.08
C34 -0.13956 -2.27118 -5.94752  -1.00
C35 -0.01660 -2.29571 -4.58503  -0.40
N5 0.20354 -1.22397 -3.82412  0.25
H21 0.88450 2.42470 -4.88351  0.07
H22 0.71383 4.74415 -4.93896  0.31
H23 0.30192 6.89701 -3.73477  0.34
H24 -0.89447 6.71537 -1.50470  0.41
H25 -1.02941 4.62216 -0.35945  0.46
H26 0.91027 0.93840 -6.27238  0.26
H27 0.12431 -0.78422 -7.58300  0.28
H28 -0.51806 -3.12771 -6.56870  0.30
H29 -0.17304 -3.19669 -4.04048  0.68
C36 -3.22145 3.06171 4.87621  -1.55
C37 -2.03987 2.38635 4.10089  1.01
C38 -2.55820 1.32323 3.07637  -1.06
C39 -0.83993 1.75548 4.85567  -0.80
H30 -3.82569 3.53514 4.06047  0.35
H31 -2.93201 3.82064 5.59048  0.42
H32 -3.86387 2.32135 5.40318  0.31
H33 -1.58336 3.14653 3.47551  0.12
H34 -2.64239 0.28780 3.48088  0.25
H35 -1.88857 1.25839 2.21436  -0.07
H36 -3.49706 1.55313 2.60349  0.53
H37 -0.16958 2.55174 5.22049  0.28
H38 -1.07256 1.12555 5.75659  0.27

Output
- HOMO-LUMO gap (alpha / beta): 4.86 / 2.82 eV
- Net charge: -2
- LUMO (alpha / beta): 3.94 / 3.93 eV
- Relative energy (zero: lowest compared OMol25 entry of this formula, charge and spin): 1.627 eV
- HOMO (alpha / beta): -0.9174 / 1.1097 eV
- E_tot: -76585.7414 eV


This record from OMol25 describes a molecular structure, C39H38N2O3V. The level of theory is ωB97M-V with the def2-TZVPD basis set.

Last column: Mulliken charge in e.
Cartesian coordinates (Å):
V1 -0.42006 0.54581 0.32504  0.72
O1 -0.81219 0.24646 1.90062  -0.23
C1 -0.23095 -0.27931 3.26029  3.33
C2 0.79339 -1.24504 2.60587  -1.49
C3 1.81749 -0.53281 1.75206  0.56
C4 3.14076 -0.51623 2.13018  -0.89
C5 4.08322 0.15462 1.35858  -0.89
C6 3.67700 0.81035 0.20177  -0.83
C7 2.35140 0.79764 -0.16570  0.33
C8 1.87581 1.55123 -1.38253  -2.24
C9 0.99831 2.78151 -1.07329  2.82
O2 -0.16028 2.03663 -0.34638  0.38
C10 0.35250 3.38285 -2.29298  -0.05
C11 -0.69586 4.28717 -2.11056  -0.31
C12 -1.28185 4.89708 -3.20388  -1.00
C13 -0.81081 4.63030 -4.48547  -0.52
C14 0.24008 3.74598 -4.66951  -1.13
C15 0.81690 3.11105 -3.57760  -0.30
C16 1.57309 3.79607 -0.12838  0.07
C17 2.83952 4.30035 -0.42390  -0.44
C18 3.36745 5.33149 0.33555  -0.96
C19 2.63037 5.87814 1.37889  -0.52
C20 1.36319 5.39038 1.65843  -1.23
C21 0.83353 4.34670 0.91109  -0.10
N1 1.43424 0.11259 0.59940  1.08
C22 -1.41881 -0.92643 3.90111  -0.51
C23 -2.40790 -0.09080 4.42504  -0.24
C24 -3.53312 -0.63676 5.01542  -1.05
C25 -3.66949 -2.01798 5.10689  -0.49
C26 -2.68326 -2.85214 4.59984  -1.16
C27 -1.56271 -2.31015 3.98622  -0.25
C28 0.43070 0.80654 4.04827  -0.56
C29 0.58582 0.56924 5.41555  -0.58
C30 1.30165 1.46186 6.19754  -0.99
C31 1.84991 2.60188 5.62755  -0.68
C32 1.69057 2.84272 4.26991  -0.76
C33 0.98840 1.94665 3.47878  0.87
H1 0.26736 -2.00915 2.03163  0.28
H2 1.33259 -1.73952 3.41387  0.67
H3 3.43228 -1.02326 3.03902  0.56
H4 5.12207 0.17458 1.66232  0.51
H5 4.38886 1.33708 -0.41750  0.56
H6 1.31030 0.89925 -2.05377  0.63
H7 2.75635 1.88402 -1.92979  1.02
H8 -1.03515 4.53564 -1.11238  0.41
H9 -2.09150 5.59922 -3.05883  0.47
H10 -1.25685 5.12395 -5.33816  0.47
H11 0.61914 3.55052 -5.66315  0.47
H12 1.64259 2.43420 -3.75331  0.48
H13 3.40111 3.92806 -1.27316  0.52
H14 4.34553 5.72625 0.09641  0.49
H15 3.03639 6.69792 1.95567  0.50
H16 0.77054 5.83565 2.44715  0.51
H17 -0.17417 4.00504 1.11409  0.50
H18 -2.28422 0.98513 4.38669  0.52
H19 -4.29482 0.01181 5.42620  0.48
H20 -4.53860 -2.44243 5.59136  0.50
H21 -2.77721 -3.92533 4.69515  0.51
H22 -0.79607 -2.98227 3.62302  0.51
H23 0.14931 -0.31100 5.86982  0.55
H24 1.41920 1.27026 7.25531  0.46
H25 2.39494 3.30526 6.24220  0.47
H26 2.11369 3.73145 3.82172  0.46
H27 0.88552 2.15901 2.42077  -0.26
O3 -1.35749 -0.51814 -0.76417  -0.97
C34 -2.35041 -0.84896 -1.54293  -0.10
C35 -3.65239 -0.13295 -1.43869  -0.34
C36 -4.60693 -1.22948 -0.86418  -0.90
C37 -3.93768 -2.28677 0.05580  0.24
C38 -3.30346 -3.50901 -0.64791  -0.73
C39 -1.99408 -3.21779 -1.39202  -0.60
N2 -2.28719 -1.98187 -2.18274  0.02
H28 -3.99863 0.24713 -2.40135  0.40
H29 -3.54316 0.71405 -0.76225  0.29
H30 -5.09302 -1.74107 -1.69731  0.38
H31 -5.39852 -0.71388 -0.32289  0.44
H32 -4.70931 -2.66743 0.72354  0.46
H33 -3.20576 -1.80957 0.72273  -0.31
H34 -4.02626 -3.92821 -1.35318  0.33
H35 -3.10858 -4.29513 0.08336  0.43
H36 -1.69441 -4.00870 -2.07315  0.41
H37 -1.16769 -2.99694 -0.72077  0.17
H38 -3.07297 -2.12088 -2.81238  0.42

Output
- HOMO-LUMO gap: 4.71 eV
- Net charge: +3
- LUMO: -11.59 eV
- Relative energy (zero: lowest compared OMol25 entry of this formula, charge and spin): 1.785 eV
- HOMO: -16.3070 eV
- E_tot: -75844.6827 eV


Taking the records one at a time from the top gives F_max values of 0.306 3.200 1.647 eV/A.